Record 1
{"formula": "C2N6O5", "method": "ωB97M-V with the def2-TZVPD basis set", "gap_ev": 10.56, "smiles": "N#CN(ON(C#N)[N+](=O)[O-])[N+](=O)[O-]", "total_charge": 0, "e_homo_ev": -11.777, "elements": ["N", "C", "N", "O", "N", "C", "N", "N", "O", "O", "N", "O", "O"], "xyz": [[1.90530, -2.17312, -0.03452], [1.11682, -1.53937, 0.49907], [0.20544, -0.79393, 1.09992], [-1.01237, -0.33825, 0.30888], [-0.78927, 0.26779, -0.86072], [-0.63589, -0.44168, -1.98636], [-0.46307, -1.07605, -2.91807], [-1.12290, 1.70640, -0.91849], [-1.16976, 2.12843, -2.01979], [-1.29588, 2.19897, 0.13520], [0.51050, 0.03962, 2.25347], [1.56266, -0.20976, 2.73716], [-0.33019, 0.81022, 2.54504]]}

***

Record 2
{"formula": "C2NO2S", "method": "ωB97M-V with the def2-TZVPD basis set", "gap_ev": 7.96, "total_charge": -1, "e_homo_ev": -4.378, "elements": ["C", "C", "N", "O", "O", "S"], "xyz": [[0.20295, 0.74214, -0.16140], [-0.02880, -0.82299, -0.08184], [0.73297, -0.19748, -1.09055], [0.75564, 1.69751, 0.36149], [0.10841, -1.78781, 0.57884], [-1.77117, 0.36864, 0.39347]]}

***

Record 3
{"formula": "C2NO5", "method": "ωB97M-V with the def2-TZVPD basis set", "gap_ev": 7.64, "total_charge": -1, "e_homo_ev": -4.234, "elements": ["C", "C", "N", "O", "O", "O", "O", "O"], "xyz": [[2.13282, 0.08206, 0.04699], [-2.53590, -0.02838, -0.01971], [0.78368, -0.11889, 0.43593], [-2.58550, -1.14673, 0.29582], [2.93091, 0.99971, 0.19652], [-2.74528, 1.09391, -0.22862], [2.18024, -1.10244, -0.40401], [-0.16096, 0.22076, -0.32292]]}

***

Record 4
{"formula": "C2Na9O6", "method": "ωB97M-V with the def2-TZVPD basis set", "gap_ev": [9.61, 2.78], "total_charge": 6, "spin_multiplicity": 2, "e_homo_ev": [-29.909, -24.026], "elements": ["Na", "Na", "Na", "Na", "Na", "Na", "Na", "Na", "Na", "C", "O", "O", "O", "C", "O", "O", "O"], "xyz": [[-2.67510, -2.07203, -2.01604], [0.15909, -0.31924, 2.26303], [2.70733, 1.21231, -0.04031], [-0.30265, -3.68733, 0.52303], [-2.24142, -0.03917, -4.44659], [0.55896, 1.30166, -2.43435], [-2.69749, -1.50654, 1.82777], [0.40365, -1.82443, -3.39131], [-2.58431, 1.26410, -0.74118], [-0.49766, -0.64062, -0.75093], [0.30369, 0.14172, -0.21627], [-0.94453, -0.49864, -1.91336], [-1.26801, -1.25317, -0.06943], [2.27404, 1.98849, 2.84538], [3.15878, 2.73957, 2.70424], [1.97835, 1.59093, 4.00265], [1.66727, 1.60246, 1.85375]]}

***

Record 5
{"formula": "C2O", "method": "ωB97M-V with the def2-TZVPD basis set", "gap_ev": [7.33, 7.32], "total_charge": 0, "e_homo_ev": [-8.538, -8.537], "elements": ["C", "C", "O"], "xyz": [[1.16740, -0.15613, 0.65528], [-1.14699, 0.07822, -0.59995], [-0.02041, 0.07791, -0.05533]]}

***

Record 6
{"formula": "C2O2S", "method": "ωB97M-V with the def2-TZVPD basis set", "gap_ev": 10.18, "total_charge": 0, "e_homo_ev": -10.369, "elements": ["C", "C", "O", "O", "S"], "xyz": [[-0.44935, -1.16092, -0.32599], [0.44946, 0.81623, -0.18928], [-1.19923, -1.46870, 0.43856], [0.24581, 1.34713, -1.18662], [0.95331, 0.46626, 1.26333]]}

***

Record 7
{"formula": "C2O2S", "method": "ωB97M-V with the def2-TZVPD basis set", "gap_ev": 11.58, "total_charge": 0, "e_homo_ev": -10.827, "elements": ["C", "C", "O", "O", "S"], "xyz": [[1.07250, -0.83038, 0.90833], [-0.85314, 0.72475, -0.50903], [1.59239, -1.68647, 0.41493], [-0.28079, -0.05628, -1.13064], [-1.53095, 1.84838, 0.31641]]}

***

Record 8
{"formula": "C2O2S4Si", "method": "ωB97M-V with the def2-TZVPD basis set", "gap_ev": 8.63, "total_charge": 0, "e_homo_ev": -9.670, "elements": ["C", "C", "O", "O", "Si", "S", "S", "S", "S"], "xyz": [[2.71975, 0.70939, -0.38008], [-1.43160, 0.70379, 0.22989], [-0.90165, -3.04706, 0.43878], [-0.87520, -0.27668, 0.93536], [-1.36250, -1.62362, 0.19843], [2.64279, 2.27317, -0.28378], [-1.13308, 2.25074, 0.36073], [2.64626, -0.86827, -0.40753], [-2.30476, -0.12147, -1.09179]]}